# 1
14
Properties=species:S:1:pos:R:3:forces:R:3 method="wB97M-V/def2-TZVPD" e_homo_ev=-8.695 smiles="C[C@H]1C=CNC1=O" homo_lumo_gap_ev=9.643 e_above_lowest_kcal_mol=3.1 e_tot_ev=-8836.069 lumo_ev=0.95
O -1.430 1.152 -1.519 0.1 -0.4 0.2
N -1.721 -0.147 0.372 0.1 0.2 0.0
C 0.323 -1.071 0.652 -0.1 0.0 0.2
C 0.405 -0.219 -0.587 0.0 0.0 0.0
C -0.887 -0.931 1.192 0.1 0.1 -0.1
C 1.437 0.905 -0.451 0.1 0.1 0.0
C -1.012 0.367 -0.695 0.0 0.1 -0.1
H 0.608 -0.788 -1.502 -0.1 0.0 0.1
H 1.375 1.575 -1.312 0.0 -0.1 0.1
H 1.251 1.488 0.457 0.0 -0.1 -0.1
H 1.142 -1.608 1.112 0.0 0.1 -0.1
H -1.216 -1.228 2.177 -0.2 -0.3 -0.2
H -2.707 0.025 0.500 0.2 0.0 0.1
H 2.450 0.495 -0.388 -0.1 0.1 0.0

# 2
14
Properties=species:S:1:pos:R:3:forces:R:3 method="wB97M-V/def2-TZVPD" e_homo_ev=-9.463 smiles="C=C=C1[C@H]2CN12.O" homo_lumo_gap_ev=10.384 e_above_lowest_kcal_mol=108.9 e_tot_ev=-8831.481 lumo_ev=0.92
O 0.629 -1.816 2.136 0.0 0.1 0.0
N -1.127 -0.292 0.236 0.2 -0.4 0.1
C 2.453 0.175 -1.010 -0.1 0.0 0.0
C 1.195 0.324 -0.690 0.0 0.0 0.0
C -0.038 0.462 -0.341 0.3 -0.1 0.0
C -2.148 0.231 -0.690 -0.3 0.0 -0.2
C -1.240 1.184 -0.026 -0.1 0.4 0.0
H -3.156 0.133 -0.295 0.1 0.0 -0.1
H -1.438 1.903 0.757 0.0 0.0 -0.1
H -2.026 0.018 -1.752 0.0 0.1 0.2
H 2.754 -0.015 -2.037 0.0 0.0 0.1
H -0.133 -1.551 1.600 0.0 0.0 0.0
H 1.040 -0.976 2.366 0.0 -0.1 0.0
H 3.235 0.221 -0.254 -0.1 0.0 -0.1

# 3
14
Properties=species:S:1:pos:R:3:forces:R:3 method="wB97M-V/def2-TZVPD" e_homo_ev=-10.114 smiles="CCC(=O)CC#N" homo_lumo_gap_ev=10.708 e_above_lowest_kcal_mol=29.2 e_tot_ev=-8834.937 lumo_ev=0.59
O 1.638 -1.626 -0.426 -0.4 -0.1 0.1
N 0.683 1.321 -2.214 0.1 -0.5 1.2
C -1.547 0.231 0.363 0.0 0.0 0.0
C 0.890 -0.760 -0.043 0.3 -1.3 0.8
C -0.604 -0.961 0.141 0.0 -0.2 0.1
C 1.428 0.614 0.247 -0.2 0.3 -1.1
C 0.953 1.036 -1.124 0.6 2.2 0.0
H 2.521 0.635 0.276 -0.2 -0.1 -0.1
H -1.709 0.822 -0.545 0.1 -0.2 0.1
H -0.604 -1.603 1.027 -0.3 -0.1 0.0
H -0.949 -1.570 -0.699 0.1 0.0 0.2
H -1.203 0.915 1.147 0.0 -0.2 -0.1
H 1.025 1.088 1.166 -0.2 0.1 -1.1
H -2.523 -0.144 0.685 0.2 0.0 -0.1

# 4
14
Properties=species:S:1:pos:R:3:forces:R:3 method="wB97M-V/def2-TZVPD" e_homo_ev=-9.517 homo_lumo_gap_ev=10.513 e_above_lowest_kcal_mol=90.2 e_tot_ev=-8832.290 lumo_ev=1.00
O 0.309 -0.484 -0.636 -0.4 -0.8 -0.6
N 1.297 1.119 0.613 0.1 -1.8 -0.5
C 2.225 -0.190 0.620 0.2 1.2 0.5
C -1.039 -0.418 -0.974 -0.6 -0.2 -0.5
C 0.285 0.766 -0.040 0.5 -0.8 -0.1
C -1.192 0.954 -0.399 0.0 0.3 -0.1
C -1.861 -0.261 0.247 -0.2 -0.1 0.1
H -1.488 -0.592 1.215 0.0 -0.1 -0.3
H 1.980 -1.178 0.153 -0.4 1.5 0.3
H 3.141 0.129 0.145 0.5 0.1 0.5
H -2.927 -0.371 0.092 0.0 0.3 0.1
H -1.258 -0.889 -1.918 -0.6 0.2 -0.1
H -1.740 1.794 -0.800 0.2 0.1 0.3
H 2.268 -0.377 1.683 0.8 0.1 0.3

# 5
14
Properties=species:S:1:pos:R:3:forces:R:3 method="wB97M-V/def2-TZVPD" e_homo_ev=-8.490 smiles="CCN=C=C1CO1" homo_lumo_gap_ev=9.317 e_above_lowest_kcal_mol=117.1 e_tot_ev=-8831.126 lumo_ev=0.83
O 2.198 -1.032 -0.358 0.1 -0.2 -0.1
N -0.435 1.325 -1.389 -0.8 -1.3 1.4
C -1.264 -0.647 0.314 -1.6 0.0 0.1
C 0.610 0.775 -1.059 -0.5 -0.2 0.2
C -1.605 0.555 -0.533 1.4 1.3 -1.3
C 2.345 -0.024 0.671 0.4 0.2 0.3
C 1.225 -0.080 -0.226 0.9 0.7 -0.5
H -2.315 0.251 -1.306 0.0 0.3 0.1
H 2.287 -0.392 1.692 -0.1 0.0 -0.1
H -2.357 -0.679 0.500 0.1 -1.2 0.8
H -0.787 -0.536 1.296 0.0 0.3 -0.6
H 3.093 0.734 0.462 0.2 -0.2 0.1
H -2.020 1.330 0.123 0.0 0.0 -0.5
H -0.975 -1.580 -0.187 0.0 0.5 0.0

# 6
14
Properties=species:S:1:pos:R:3:forces:R:3 method="wB97M-V/def2-TZVPD" e_homo_ev=-8.998 smiles="O=C1CN2CC[C@@H]12" homo_lumo_gap_ev=9.885 e_above_lowest_kcal_mol=96.4 e_tot_ev=-8832.021 lumo_ev=0.89
O -0.502 -1.936 1.887 -0.2 0.9 -0.6
N -0.699 0.440 -0.526 0.5 0.3 -0.5
C 0.575 1.141 -0.606 0.5 0.1 0.1
C -0.061 -0.905 -0.375 0.3 -0.2 -0.2
C 1.317 -0.198 -0.450 0.5 -0.1 0.0
C -1.358 0.222 0.863 -0.4 0.5 -0.7
C -0.632 -1.088 1.036 -0.2 -0.2 -0.2
H -0.289 -1.677 -1.119 0.1 0.1 0.2
H -1.461 1.013 1.618 0.1 -0.2 -0.4
H 1.927 -0.304 0.446 0.1 -0.1 -0.1
H -2.068 0.275 -0.030 -1.9 -1.1 2.3
H 1.890 -0.487 -1.330 0.1 0.0 0.1
H 0.698 1.894 0.178 0.1 -0.1 -0.1
H 0.663 1.611 -1.592 0.2 0.0 0.3

# 7
14
Properties=species:S:1:pos:R:3:forces:R:3 method="wB97M-V/def2-TZVPD" e_homo_ev=-9.847 smiles="C#CCCNC=O" homo_lumo_gap_ev=10.730 e_above_lowest_kcal_mol=38.9 e_tot_ev=-8834.514 lumo_ev=0.88
O -2.800 -0.453 -0.370 0.2 0.3 0.1
N -1.018 0.465 0.721 -0.1 0.0 -0.1
C 0.875 -0.876 -0.173 0.0 0.0 -0.1
C -0.273 -0.769 0.841 0.0 -0.1 0.1
C -2.221 0.511 0.091 0.0 -0.1 0.0
C 2.580 1.174 0.001 -0.3 -0.4 0.0
C 1.823 0.239 -0.076 0.3 0.4 0.0
H -0.562 1.331 0.968 -0.1 -0.1 0.0
H 0.112 -0.862 1.863 0.0 0.0 -0.2
H 1.404 -1.824 -0.018 -0.1 0.1 0.0
H -2.641 1.534 0.054 0.0 -0.1 0.0
H 3.267 1.990 0.052 -0.1 -0.1 0.0
H -0.986 -1.576 0.662 0.1 0.1 0.1
H 0.452 -0.902 -1.183 0.1 0.0 0.1

# 8
15
Properties=species:S:1:pos:R:3:forces:R:3 method="wB97M-V/def2-TZVPD" e_homo_ev=-8.489 smiles="C[C@@H]1[C@H]2OC=NO[C@H]12" homo_lumo_gap_ev=9.241 e_above_lowest_kcal_mol=202.7 e_tot_ev=-10874.827 lumo_ev=0.75
O -0.375 -1.480 0.335 0.8 -4.1 0.5
O 1.644 -0.010 -1.043 0.2 0.8 1.5
N 0.824 -2.153 -0.514 -3.3 -1.1 2.4
C -1.696 1.243 0.290 0.1 1.1 0.5
C 0.215 -0.375 0.872 3.6 -6.7 -0.2
C -0.280 0.842 0.680 -2.3 10.7 2.1
C 0.401 0.365 -0.403 0.0 -3.6 -8.4
C 1.707 -1.375 -0.895 1.9 0.1 -2.5
H -2.141 0.412 -0.357 0.7 1.9 0.0
H -0.532 -0.050 -1.050 3.3 0.8 0.2
H 2.575 -2.015 -1.362 -1.4 2.1 0.7
H -2.335 1.161 1.129 -0.6 0.1 1.3
H -1.678 2.412 0.061 -0.3 -2.9 -0.5
H 0.413 1.636 1.000 -1.1 0.1 1.7
H 1.256 -0.614 1.256 -1.5 0.7 0.6